No. 1
# C10H16N2O

A single C10H16N2O molecule in a non-equilibrium geometry (wB97M-V/def2-TZVPD, the OMol25 dataset).

Geometry as XYZ:
```
29
Properties=species:S:1:pos:R:3:forces:R:3:nbo_charge:R:1
C 1.497361 -1.051683 -1.531749 -1.885 -2.429 -0.547 -0.40
N 2.052009 -0.425056 -0.417303 -0.807 0.713 2.476 -0.20
N 3.230785 0.093330 -0.451758 3.475 -0.147 -1.456 -0.27
C 3.416762 0.840378 0.602050 1.594 1.743 0.615 -0.06
C 2.229461 0.904626 1.354522 -0.458 -0.276 0.174 -0.37
C 1.403422 0.036488 0.682860 -5.007 -0.138 0.957 0.14
C -0.418141 -0.284147 1.021625 0.515 1.845 -0.965 0.34
C -0.999248 0.618853 2.129191 1.366 0.182 0.233 -0.65
O -0.593150 -1.563451 1.528518 0.817 -1.608 -1.643 -0.71
C -1.272163 0.061129 -0.260392 0.108 -0.124 -1.198 -0.10
C -0.984260 1.404756 -0.961614 -0.221 0.914 -2.255 -0.63
C -2.724580 -0.529006 -0.504138 0.155 4.053 -1.909 -0.39
C -1.566942 -1.053062 -1.206953 -0.114 -0.412 0.949 -0.43
H 1.203976 -2.168819 -1.326020 0.593 1.932 -0.341 0.18
H 0.581236 -0.485219 -1.688243 0.093 -0.503 -0.821 0.22
H 2.159719 -1.021520 -2.385484 0.184 0.134 0.050 0.24
H 4.423171 1.383916 0.744279 -1.951 -1.029 -0.245 0.21
H 1.916780 1.534986 2.182483 0.413 -0.355 -0.079 0.23
H -0.375860 0.370055 2.960682 0.581 0.260 0.973 0.22
H -2.007524 0.338610 2.518968 0.524 0.293 -1.174 0.24
H -0.835563 1.692985 1.897180 -0.553 -0.692 0.151 0.22
H -0.219726 -2.224618 0.873473 -0.640 1.077 1.179 0.47
H 0.094047 1.627753 -1.176772 -0.638 -0.410 0.748 0.22
H -1.415784 2.330541 -0.505915 0.306 -0.930 0.010 0.22
H -1.387591 1.433119 -2.083044 0.364 -0.408 2.375 0.21
H -3.445513 0.146890 -1.126960 1.452 -1.199 1.449 0.21
H -3.154924 -1.038533 0.264577 -1.111 -1.487 1.923 0.22
H -1.298895 -2.013310 -0.903177 0.609 -1.554 0.486 0.20
H -1.508854 -0.959981 -2.230872 0.235 0.553 -2.112 0.21
```
Positions in Å, forces in eV/Å.

LUMO energy ... 0.70 eV
ΔE to the lowest compared entry with this formula, charge and spin ... 85.0 kcal/mol
Highest occupied orbital energy ... -9.12 eV
Electronic energy ... -575.2486 Ha
SMILES ... Cn1nccc1[C@](C)(O)C1(C)CC1

***

No. 2
# C11H10Cl2N4O2

A single C11H10Cl2N4O2 molecule in a non-equilibrium geometry (wB97M-V/def2-TZVPD, the OMol25 dataset).

Geometry as XYZ:
```
29
Properties=species:S:1:pos:R:3:forces:R:3:nbo_charge:R:1
C 3.520357 1.360452 0.877687 -0.295 -0.407 -0.231 -0.44
N 2.516983 0.676426 1.715557 0.475 1.018 -0.345 -0.44
N 1.715007 -0.345079 1.022338 3.152 0.622 -2.196 -0.08
C 2.651444 -1.508318 0.659090 -0.336 -0.256 -0.483 -0.44
C 1.136867 0.276978 -0.234338 -0.219 -0.185 0.337 -0.42
C 0.637622 -0.695619 1.970867 -1.762 0.690 1.720 -0.07
C 1.485747 -1.130254 3.111807 1.449 -1.652 1.863 0.31
N 2.352479 -1.495813 3.806847 -2.215 0.874 -1.319 -0.28
C -0.175842 -1.880966 1.417493 1.337 -2.803 0.856 0.53
O 0.298063 -3.024598 1.564087 -1.183 2.416 -0.536 -0.50
C -1.486964 -1.673635 0.824640 -1.210 0.919 -0.270 -0.23
Cl -2.186101 -3.037829 0.061726 0.060 -0.162 -0.056 0.08
C -2.210151 -0.530871 1.020577 0.057 -0.622 0.786 0.00
Cl -3.908494 -0.463975 0.741530 0.915 0.092 -0.242 0.12
C -1.640974 0.604290 1.870558 0.883 0.523 1.477 0.45
O -2.363949 1.503023 2.307767 0.246 -0.990 -1.104 -0.56
C -0.251812 0.482485 2.302019 -1.200 -1.419 -1.420 -0.45
C 0.152310 1.370707 3.278465 1.459 2.796 2.972 0.29
N 0.516781 2.116997 4.119106 -0.880 -1.896 -2.103 -0.37
H 3.888535 2.220024 1.474534 -0.168 -0.640 -0.415 0.25
H 4.341247 0.671360 0.581044 -0.220 0.592 0.110 0.18
H 3.016077 1.725205 -0.020961 0.430 0.248 0.195 0.21
H 3.058975 0.221865 2.452212 -0.677 -0.201 -0.050 0.40
H 2.894742 -1.445622 -0.412648 0.163 0.165 0.619 0.22
H 3.533931 -1.462762 1.309506 -0.388 -0.090 -0.376 0.24
H 2.113693 -2.442771 0.804048 0.204 0.059 0.157 0.27
H 1.851196 0.138828 -1.066316 -0.541 0.274 0.558 0.23
H 0.181131 -0.236764 -0.431424 0.547 0.280 -0.128 0.24
H 0.943491 1.318774 0.036837 -0.084 -0.244 -0.376 0.26
```
Positions in Å, forces in eV/Å.

LUMO energy ... -1.72 eV
ΔE to the lowest compared entry with this formula, charge and spin ... 13.0 kcal/mol
Highest occupied orbital energy ... -8.04 eV
Electronic energy ... -1714.8801 Ha
SMILES ... CN[N+](C)(C)[C@]1(C#N)C(=O)C(Cl)=C(Cl)C([O-])=C1C#N

***

No. 3
# C3H9N2O

2 unconnected molecules or ions with the total composition C3H9N2O in a non-equilibrium geometry (wB97M-V/def2-TZVPD, the OMol25 dataset).

Geometry as XYZ:
```
15
Properties=species:S:1:pos:R:3:forces:R:3:nbo_charge:R:1
C 1.886342 0.898055 -0.585788 -0.006 0.902 0.469 -0.35
C 1.041066 0.130852 0.094938 0.757 2.075 -0.198 -0.09
C -1.829467 -0.012616 0.803344 2.105 -6.491 -4.112 0.51
N 0.797005 -1.291281 -0.145257 0.115 -0.867 0.692 -0.77
N -1.939691 0.802071 -0.227044 -0.492 1.081 2.974 -0.74
O -1.459673 -1.256011 0.524078 -2.115 3.635 1.116 -0.75
H 2.194274 1.935499 -0.387646 -1.138 -0.298 1.097 0.25
H 2.468004 0.763611 -1.447455 0.448 -1.773 -1.340 0.23
H 0.535239 0.599186 0.954404 0.298 -0.838 -0.448 0.22
H -1.879564 0.108838 1.823389 -0.645 1.719 2.157 0.20
H 0.358550 -1.577680 0.769777 0.735 -0.379 -0.707 0.48
H 1.746293 -1.757895 -0.288331 -1.948 0.294 -0.302 0.46
H -1.888398 0.428069 -1.122445 0.139 -0.583 -1.689 0.42
H -1.910462 1.777752 -0.052523 -0.425 0.894 -0.313 0.42
H -0.119513 -1.548455 -0.713444 2.172 0.630 0.602 0.50
```
Positions in Å, forces in eV/Å.

LUMO energy ... -3.21 eV
ΔE to the lowest compared entry with this formula, charge and spin ... 71.2 kcal/mol
Net charge ... +1
Highest occupied orbital energy ... -14.68 eV
Electronic energy ... -304.1369 Ha

***

No. 4
# C46H51BClMnN7O

A molecular structure, C46H51BClMnN7O in a non-equilibrium geometry (wB97M-V/def2-TZVPD, the OMol25 dataset).

Geometry as XYZ:
```
108
Properties=species:S:1:pos:R:3:forces:R:3:lowdin_charge:R:1
Mn 0.453846 -0.364156 2.077590 0.004 -0.072 0.902 0.84
Cl 7.662243 -0.770035 1.223041 0.033 0.001 0.016 0.64
C 5.924436 -0.660522 1.138942 -0.045 -0.006 -0.072 -0.68
C 5.296169 -0.741450 -0.097324 0.059 0.004 -0.016 -0.11
C 3.914550 -0.649382 -0.154691 -0.142 0.026 -0.024 -0.04
C 3.140963 -0.473128 0.991728 0.228 -0.087 0.282 -0.33
O 1.818512 -0.370896 0.894276 0.425 -0.088 -1.282 -0.23
C 3.789530 -0.417623 2.257646 -0.215 0.002 -0.102 -0.15
C 3.071393 -0.314420 3.484169 0.447 0.021 -0.060 -0.08
N 1.738462 -0.318664 3.600396 -0.734 -0.047 -0.161 -0.02
C 1.125050 -0.308208 4.823153 0.188 -0.027 -0.009 -0.22
C 1.747725 -0.212208 6.077251 0.052 0.020 -0.181 -0.03
C 0.986382 -0.224204 7.243437 -0.290 -0.030 0.034 -0.09
C -0.387765 -0.343850 7.218935 0.160 0.042 0.208 -0.06
C -1.055009 -0.471073 5.981382 0.034 -0.020 -0.083 -0.16
C -2.446822 -0.636078 5.858209 0.070 -0.014 -0.209 0.00
C -3.001710 -0.806017 4.609239 -0.177 0.013 0.288 -0.05
C -2.184781 -0.779753 3.489722 0.213 -0.027 -0.132 -0.11
N -0.867780 -0.583425 3.552407 -0.615 -0.108 0.510 0.01
C -0.293922 -0.450322 4.784082 0.003 0.062 0.043 -0.14
C 5.195020 -0.506390 2.293276 0.011 0.025 0.111 -0.07
H 5.880054 -0.869024 -0.999531 -0.012 -0.002 0.037 0.10
H 3.408847 -0.703897 -1.113592 0.009 0.063 0.054 0.11
H 3.673399 -0.283153 4.384875 -0.036 -0.011 0.003 0.10
H 2.821917 -0.123952 6.154984 -0.054 0.013 -0.004 0.09
H 1.493125 -0.143128 8.197529 -0.002 0.013 -0.018 0.10
H -0.963833 -0.350309 8.135983 0.012 -0.010 -0.038 0.10
H -3.063719 -0.637913 6.749365 0.018 -0.018 -0.024 0.12
H -4.066001 -0.952150 4.480979 0.035 0.004 -0.002 0.11
H -2.600626 -0.930014 2.507125 0.008 0.041 -0.077 0.08
H 5.704486 -0.466170 3.249620 -0.021 0.010 -0.044 0.11
N -4.646534 -1.181607 0.153832 0.028 0.048 -0.009 0.13
C -3.569281 -0.348291 0.379101 -0.020 0.168 0.148 -0.43
C -2.298660 -0.725339 0.006568 0.095 -0.164 -0.118 -0.02
N -1.212739 0.162241 0.144346 0.156 0.058 0.365 0.06
C -1.506592 1.328524 0.875723 -0.110 0.111 -0.173 -0.09
C -2.783393 1.610856 1.237264 0.025 -0.030 0.060 -0.13
N -3.857158 0.829428 0.969245 -0.041 -0.142 -0.043 0.10
H -4.466479 -2.169604 0.092471 -0.013 0.005 -0.006 0.09
H -5.471436 -0.919665 0.669107 0.002 -0.039 0.016 0.09
H -2.097738 -1.673451 -0.470065 0.024 0.052 -0.003 0.12
H -0.693502 2.014314 1.057947 0.022 0.017 -0.015 0.11
H -2.985816 2.524256 1.785283 0.064 -0.019 -0.024 0.12
C 3.154358 2.701393 -0.562549 -0.027 0.044 0.033 -0.05
C 2.129489 3.461275 0.271756 -0.036 -0.186 0.003 -0.35
C 1.944787 2.840423 1.657962 0.017 0.196 0.001 -0.05
C 0.791800 3.696167 -0.419266 0.072 0.037 0.056 -0.13
C 0.230645 4.952918 -0.185198 -0.001 0.032 -0.006 -0.04
C -0.959549 5.351777 -0.760534 -0.012 -0.007 -0.008 -0.06
C -1.591707 4.500362 -1.646700 0.016 0.092 0.032 -0.03
C -1.078779 3.236775 -1.906807 0.076 -0.134 -0.012 -0.13
C -1.769046 2.399466 -2.964749 -0.019 0.053 -0.077 -0.36
C -3.263382 2.229236 -2.690115 0.072 -0.038 0.044 -0.04
C -1.520733 3.024398 -4.344104 -0.007 -0.073 0.032 -0.04
C 0.084004 2.800869 -1.239785 -0.168 0.061 -0.024 -0.10
N 0.459353 1.413657 -1.418172 0.045 0.008 0.196 0.11
B -0.208244 0.221428 -0.947994 0.062 0.056 -0.424 -0.55
N 0.143695 -0.845095 -1.847782 -0.151 -0.050 0.061 0.12
C 1.048388 -0.287861 -2.770160 0.050 0.007 -0.009 -0.05
C 1.230730 1.018882 -2.520411 -0.098 -0.016 -0.163 -0.06
C -0.330975 -2.193380 -2.082211 0.031 -0.180 -0.187 -0.10
C 0.391538 -3.296616 -1.599440 0.038 0.229 -0.022 -0.12
C -0.011008 -4.580982 -1.955272 -0.050 -0.040 0.052 -0.03
C -1.109197 -4.788958 -2.763351 0.008 -0.065 -0.008 -0.06
C -1.832438 -3.701001 -3.220090 -0.018 -0.025 -0.021 -0.03
C -1.467393 -2.400411 -2.895210 0.065 0.108 0.127 -0.14
C -2.302109 -1.255752 -3.433495 -0.027 -0.050 -0.146 -0.37
C -3.797647 -1.580862 -3.466879 0.060 0.047 0.043 -0.06
C -1.818247 -0.840925 -4.828530 -0.004 0.014 0.096 -0.04
C 1.581590 -3.140993 -0.683341 0.041 -0.174 0.050 -0.37
C 1.236710 -3.682352 0.707152 0.062 0.069 -0.014 -0.04
C 2.842688 -3.825063 -1.217680 -0.077 0.044 -0.051 -0.05
H 4.136383 2.758300 -0.088275 -0.018 -0.026 0.008 0.09
H 3.235129 3.134990 -1.562579 0.026 -0.028 0.019 0.09
H 2.888190 1.653598 -0.649708 0.043 -0.030 -0.040 0.04
H 2.539001 4.460067 0.435706 -0.016 0.078 -0.024 0.13
H 1.534777 1.837182 1.579588 0.027 -0.095 -0.032 0.03
H 1.272106 3.448080 2.269545 0.033 -0.023 0.005 0.09
H 2.904618 2.759560 2.173905 -0.043 -0.030 -0.002 0.09
H 0.758401 5.636233 0.471544 0.009 -0.029 -0.028 0.12
H -1.371856 6.330492 -0.544602 0.020 -0.038 -0.017 0.11
H -2.494231 4.827208 -2.150350 0.035 -0.043 0.014 0.11
H -1.315300 1.411887 -2.981107 0.055 -0.070 0.039 0.10
H -3.796076 3.178427 -2.777944 -0.008 -0.033 0.024 0.08
H -3.436961 1.832701 -1.686540 -0.037 0.010 -0.025 0.08
H -3.700945 1.537310 -3.410894 -0.029 -0.007 -0.033 0.07
H -1.940090 4.032101 -4.396393 0.012 -0.029 -0.013 0.08
H -1.978684 2.420066 -5.131203 0.003 0.029 0.036 0.07
H -0.449145 3.089695 -4.544956 -0.038 0.026 -0.023 0.08
H 1.502013 -0.896663 -3.537680 -0.029 0.015 0.057 0.13
H 1.841911 1.724930 -3.060424 -0.017 -0.048 0.065 0.13
H 0.549781 -5.430501 -1.582077 -0.008 0.041 -0.019 0.11
H -1.406562 -5.795334 -3.034397 0.011 0.040 0.001 0.11
H -2.697866 -3.866989 -3.850448 0.071 -0.005 0.057 0.11
H -2.175414 -0.412174 -2.758733 0.022 0.102 0.048 0.09
H -4.027421 -2.371014 -4.184562 -0.014 0.049 0.027 0.07
H -4.357082 -0.696184 -3.773182 -0.022 0.010 0.017 0.07
H -4.160533 -1.882101 -2.481561 -0.012 0.007 -0.079 0.07
H -1.906554 -1.681153 -5.522316 -0.001 0.031 0.008 0.09
H -0.776085 -0.520303 -4.807604 -0.002 0.001 -0.020 0.07
H -2.422813 -0.014937 -5.211455 0.014 -0.021 -0.004 0.07
H 1.787710 -2.082479 -0.596060 0.012 0.120 0.099 0.08
H 0.907137 -4.722835 0.654047 0.084 -0.013 0.006 0.08
H 0.418668 -3.116788 1.158107 -0.060 0.074 0.058 0.06
H 2.105515 -3.625558 1.367536 -0.051 0.040 0.010 0.09
H 2.742428 -4.913503 -1.222786 0.005 0.030 -0.023 0.07
H 3.695784 -3.565239 -0.587456 -0.030 -0.028 -0.021 0.08
H 3.059930 -3.497989 -2.236756 0.034 -0.025 0.003 0.08
```
Positions in Å, forces in eV/Å.

LUMO energy (spin up / spin down) ... -0.19 / -0.62 eV
ΔE to the lowest compared entry with this formula, charge and spin ... 0.0 kcal/mol
Multiplicity ... 6
⟨S²⟩ ... 8.85
Highest occupied orbital energy (spin up / spin down) ... -5.06 / -7.45 eV
Electronic energy ... -3878.1690 Ha